Entry 1:
19
Properties=species:S:1:pos:R:3:lowdin_charge:R:1 method="wB97M-V/def2-TZVPD" spin_multiplicity=1 e_above_lowest_ev=3.9856
C 3.51833 -0.03124 2.45758 -0.051
N 2.99050 0.03734 1.27493 -0.750
C 3.11986 1.16815 0.38339 -0.156
S 2.27366 -1.19676 0.48980 0.604
H 4.22205 0.63499 2.95194 0.085
H 3.47858 -0.90218 3.11160 0.078
H 4.20692 1.56862 0.37378 0.122
H 2.65075 0.95544 -0.53140 0.021
H 2.55509 2.03366 0.94263 0.128
C -1.54766 -1.47369 -0.25918 -0.056
C -2.01044 -0.07307 -0.67995 -0.538
C -3.47418 -0.08322 -0.75691 -0.052
O -1.30265 0.83810 -1.01577 0.084
H -1.80233 -2.33723 -0.95276 0.102
H -1.68084 -1.68214 0.82806 0.085
H -0.38661 -1.41769 -0.17875 0.024
H -3.85396 -0.34792 0.26435 0.102
H -3.87666 -0.70190 -1.54376 0.089
H -3.81218 0.94957 -0.76066 0.079

***

Entry 2:
15
Properties=species:S:1:pos:R:3:lowdin_charge:R:1 method="wB97M-V/def2-TZVPD" spin_multiplicity=1 e_above_lowest_ev=4.8297
C -1.23471 1.62882 -0.73950 0.051
C 2.11122 -0.12816 -0.07268 -0.024
C -1.10576 -1.52883 0.56397 -0.030
N -1.05373 1.08917 0.55646 -0.076
N 0.24475 1.63105 0.18347 0.074
C 0.72385 0.37991 0.16407 -0.345
C -0.49515 -0.17319 0.42636 -0.287
H -1.88569 2.48948 -0.81916 0.088
H -0.96056 1.08149 -1.63048 0.099
H 2.24985 -0.35771 -1.13446 0.073
H 2.85712 0.61674 0.21036 0.075
H -0.59838 -2.08003 1.36310 0.077
H -2.16810 -1.45583 0.80221 0.076
H 2.28175 -1.06344 0.46591 0.076
H -0.96646 -2.12947 -0.33961 0.074

***

Entry 3:
100
Properties=species:S:1:pos:R:3:mulliken_spin:R:1 method="wB97M-V/def2-TZVPD" energy_ha=-5311.68303 spin_multiplicity=4 total_charge=-1
Co 14.92175 -4.21166 3.82523 1.990
C 8.55989 1.09933 5.43180 0.000
O 8.29993 -0.23707 5.16389 0.000
C 9.04045 -0.71336 3.99964 0.000
C 8.54179 -2.11466 3.61903 0.000
N 8.55726 -3.01399 4.88451 0.000
H 9.41760 -2.85578 5.38939 0.000
H 7.84631 -2.58110 5.45657 0.000
C 8.30704 -4.53565 4.65030 0.000
C 8.18544 -5.21263 6.05674 0.000
O 7.25099 -4.56608 6.90824 0.000
C 6.81128 -5.37837 8.00576 0.000
H 8.09704 1.34444 6.38772 0.000
H 8.07671 1.79620 4.74697 0.000
H 9.63822 1.25425 5.46820 0.000
H 10.10683 -0.77060 4.21795 0.000
H 8.85936 -0.01708 3.18080 0.000
H 9.10309 -2.58802 2.81344 0.000
H 7.50633 -2.02166 3.29150 0.000
H 9.01675 -4.99848 3.96460 0.000
H 7.31412 -4.57709 4.20253 0.000
H 9.12388 -5.26328 6.60887 0.000
H 7.84687 -6.24462 5.96475 0.000
H 6.21953 -4.83261 8.74066 0.000
H 7.71889 -5.70763 8.51165 0.000
H 6.29589 -6.25697 7.61780 0.000
C 18.55923 -7.68867 4.16802 0.000
O 17.69851 -6.57048 4.39640 0.001
H 19.59027 -7.43431 4.41371 0.000
H 18.20740 -8.57592 4.69442 0.000
H 18.50328 -7.95385 3.11225 0.000
C 16.83673 -0.50687 1.63409 -0.030
O 16.83771 -1.46651 2.67936 0.922
H 16.40745 0.43419 1.97792 0.041
H 17.85693 -0.22998 1.36834 0.062
H 16.33110 -0.91755 0.76014 0.000
B 13.53327 -5.26592 1.39759 0.015
H 13.08304 -4.31186 1.62410 -0.002
H 13.10426 -5.74994 0.53392 0.001
H 14.59690 -5.17831 1.23860 -0.003
H 13.38842 -5.85550 2.28958 -0.004
B 12.94825 -3.33937 5.93680 0.007
H 12.51982 -4.21575 5.47567 0.000
H 13.91408 -3.59430 6.34475 -0.002
H 13.06265 -2.64258 5.12093 0.000
H 12.24323 -2.96828 6.66446 0.001
C 8.89834 -4.52625 -2.68155 0.000
C 8.63512 -5.91231 -2.06524 0.000
C 9.80214 -6.83969 -2.37279 0.000
F 9.55257 -8.13058 -2.21227 0.000
F 10.38127 -6.77998 -3.59324 0.000
F 8.42429 -5.80443 -0.72081 0.000
F 7.48312 -6.33649 -2.53309 0.000
O 10.07809 -3.89085 -2.13011 0.000
C 10.67345 -2.92314 -2.98540 0.000
C 11.80281 -2.18071 -2.16102 0.000
F 12.42436 -1.13604 -2.80110 0.000
F 11.38210 -1.80164 -0.96711 0.000
F 11.16732 -3.49905 -4.12562 0.000
F 9.70706 -2.08089 -3.27950 0.000
H 8.07631 -3.90137 -2.33242 0.000
H 8.90993 -4.62052 -3.76740 0.000
H 10.61775 -6.66095 -1.67212 0.000
H 12.59794 -2.90637 -1.98990 0.000
C 13.81747 -11.62790 2.94100 0.000
C 12.57989 -11.65262 3.82183 0.000
C 11.34851 -11.76823 2.92657 0.000
F 10.23521 -11.74351 3.69218 0.000
F 11.24917 -10.83742 2.00122 0.000
F 12.60592 -12.69110 4.63124 0.000
F 12.50134 -10.52956 4.51743 0.000
O 13.88922 -12.66217 1.93863 0.000
C 14.64625 -13.87967 2.22708 0.000
C 14.16421 -14.88549 1.13736 0.000
F 14.69856 -16.09005 1.23543 0.000
F 12.86848 -15.10165 1.12091 0.000
F 15.91886 -13.55286 2.14790 0.000
F 14.33104 -14.22102 3.47810 0.000
H 14.75638 -11.63070 3.49466 0.000
H 13.87426 -10.66034 2.44230 0.000
H 11.31629 -12.80484 2.59118 0.000
H 14.47961 -14.45585 0.18656 0.000
C 15.96104 -6.19306 -3.87403 0.000
C 16.13873 -7.67465 -3.43661 0.000
C 17.02813 -7.80900 -2.12736 0.000
F 17.27471 -9.09486 -1.72412 0.000
F 18.22692 -7.22323 -2.33704 0.000
F 14.97635 -8.25914 -3.23005 0.000
F 16.81847 -8.30579 -4.46819 0.000
O 17.16366 -5.63659 -4.47111 0.000
C 17.22351 -4.27609 -4.99754 0.000
C 18.61056 -4.13399 -5.64666 0.000
F 18.82909 -2.94154 -6.20293 0.000
F 19.53306 -4.39588 -4.71909 0.000
F 16.22331 -4.04924 -5.85587 0.000
F 17.06346 -3.39055 -4.05162 0.000
H 15.59337 -5.63710 -3.01158 0.000
H 15.18422 -6.24991 -4.63653 0.000
H 16.63779 -7.29528 -1.24882 0.000
H 18.65862 -4.86390 -6.45476 0.000

***

Entry 4:
18
Properties=species:S:1:pos:R:3:lowdin_charge:R:1 method="wB97M-V/def2-TZVPD" spin_multiplicity=1 e_above_lowest_ev=2.3111 total_charge=+1
C 2.08565 1.84845 0.43974 -0.192
N 0.68994 1.69822 0.09879 -0.106
H 2.50803 0.90982 -0.08145 0.081
H 2.56208 2.69584 0.00692 0.067
H 2.35880 1.73730 1.49211 0.081
H 0.31749 -0.38431 0.60721 0.156
H 0.46395 2.47177 -0.49397 0.063
H 0.13716 1.99199 1.00968 0.129
C -2.12444 -1.12372 0.24549 -0.088
C -1.10154 -1.27217 -0.85372 -0.174
N 0.26728 -1.23961 -0.08408 0.099
H -1.97286 -0.32918 1.01222 0.102
H -3.09855 -0.95027 -0.11592 0.076
H -2.22730 -1.97374 0.84531 0.063
H -1.20398 -2.08154 -1.56186 0.124
H -0.99990 -0.30889 -1.44617 0.133
H 0.21853 -2.25273 0.38165 0.206
H 1.07799 -1.45163 -0.74783 0.179